Molecular formula: C12H27BFO17S4
Method: DFT, wB97M-V/def2-TZVPD

Output
* highest occupied orbital energy: -4.4 eV
* net charge: -1

Structure (XYZ):
```
62
Properties=species:S:1:pos:R:3:forces:R:3
C 0.50139 -5.24065 1.48716 0.075 0.135 0.003
C 1.15856 -5.19719 0.11109 -0.027 -0.016 -0.065
O 2.38321 -4.53747 0.19552 -0.092 0.123 0.086
B 3.35176 -4.80580 -0.92187 -0.026 -0.005 -0.218
C 4.18837 -6.21020 -0.65443 0.021 -0.166 0.037
C 4.61928 -6.32624 0.77525 0.039 0.096 0.009
F 5.33588 -7.53773 1.05828 -0.021 0.032 -0.060
H 0.94073 -6.00923 2.13140 0.031 0.082 -0.094
H 0.68079 -4.26773 1.95985 -0.130 -0.134 0.051
H -0.57867 -5.39681 1.42485 0.093 -0.047 0.007
H 0.48949 -4.66684 -0.59328 0.037 -0.115 0.041
H 1.27126 -6.22119 -0.28667 0.001 0.092 0.047
H 2.74346 -4.91097 -2.00307 0.017 0.043 0.031
H 4.12585 -3.84560 -1.00595 0.020 -0.002 0.162
H 3.57472 -7.08757 -0.91029 0.056 0.062 0.069
H 5.07622 -6.23974 -1.30199 -0.108 0.007 0.022
H 3.76702 -6.32592 1.45889 0.059 0.010 -0.067
H 5.30015 -5.51631 1.06014 -0.077 -0.045 -0.031
C 0.40562 -1.27918 -0.18915 0.163 0.154 0.010
C 0.34008 -1.07619 1.31014 0.315 -0.245 -0.013
O -1.08261 -0.99960 1.58250 -0.044 0.160 -0.147
S -1.85507 -1.98306 0.60127 0.590 -0.115 -0.157
O -2.06253 -3.24137 1.21883 -0.479 0.042 0.095
O -2.94548 -1.26588 0.02192 -0.049 -0.024 0.116
O -0.69384 -2.16805 -0.46019 -0.208 0.069 -0.076
H 0.24227 -0.34267 -0.72569 -0.020 0.003 0.007
H 1.32635 -1.75365 -0.52053 -0.051 -0.200 0.052
H 0.81916 -0.15198 1.61274 -0.220 0.040 0.091
H 0.76128 -1.92456 1.85028 -0.031 -0.024 -0.053
C -1.16616 4.06332 1.67294 -0.077 -0.092 -0.199
C -1.35250 3.26811 2.94680 -0.073 0.116 0.077
O -0.29671 2.28746 2.88732 -0.051 -0.103 -0.060
S 0.98495 2.90753 2.19412 -0.042 0.029 -0.091
O 1.90764 3.35488 3.17705 0.052 -0.009 -0.146
O 1.40047 2.03092 1.15217 0.146 0.001 0.143
O 0.27501 4.17282 1.54899 -0.052 0.170 0.171
H -1.55936 3.53587 0.80783 0.040 0.030 -0.023
H -1.58288 5.06446 1.71423 0.063 0.021 0.008
H -2.30426 2.74734 2.98375 0.051 -0.087 -0.043
H -1.21334 3.87527 3.84177 -0.004 0.018 0.004
C -4.67728 1.83301 -2.12508 0.097 -0.049 0.003
C -5.17928 0.83978 -1.09424 -0.003 -0.104 -0.102
O -4.90325 1.50307 0.15524 -0.036 -0.027 0.053
S -5.07227 3.06823 0.00025 0.089 -0.002 0.018
O -6.34170 3.50104 0.46876 0.068 0.004 -0.058
O -3.88825 3.67529 0.50746 -0.077 0.074 0.122
O -5.07428 3.11398 -1.58634 -0.105 -0.060 -0.031
H -3.59183 1.81285 -2.22156 0.003 -0.010 0.021
H -5.14541 1.71897 -3.09839 -0.034 0.067 0.018
H -4.64095 -0.10395 -1.09393 0.056 0.059 0.081
H -6.25359 0.67232 -1.17794 -0.014 0.027 0.005
C 2.41789 4.71157 -2.35655 0.066 0.084 -0.015
C 1.93904 5.63190 -1.24972 0.043 -0.236 0.120
O 0.82666 6.32508 -1.84389 0.073 0.078 -0.063
S 0.05161 5.35426 -2.84151 -0.092 -0.033 -0.015
O -1.06216 4.75711 -2.19081 0.062 0.021 -0.030
O -0.12096 6.03764 -4.07407 -0.002 -0.018 0.073
O 1.19706 4.25558 -2.96476 -0.005 -0.037 0.015
H 3.01127 5.24058 -3.10332 -0.018 0.011 -0.009
H 2.96167 3.84613 -1.98827 -0.089 -0.050 -0.007
H 2.68614 6.35911 -0.94597 -0.089 0.103 -0.048
H 1.58233 5.06787 -0.38933 0.018 -0.003 0.052
```
Forces are in eV/Å.

Mulliken atomic charge list, values in e, 2 entries: number 1, C, carries -1.123; number 2, C, carries -0.067

Molecular formula: C8H12NS2
Method: DFT, wB97M-V/def2-TZVPD

Output
* highest occupied orbital energy: -12.1 eV
* net charge: +1

Structure (XYZ):
```
23
Properties=species:S:1:pos:R:3:forces:R:3
C 0.37654 2.63946 -1.16900 -0.911 -2.013 2.149
C -0.37112 -0.06459 -0.26455 3.130 0.938 -1.122
C 0.59108 1.12284 -0.08747 -0.945 2.725 -0.952
C 0.33128 -1.23317 -0.72266 -0.201 -3.292 1.350
C 2.00351 1.06948 0.41657 0.201 -2.778 0.041
C 1.47432 -1.49952 0.25782 1.327 -1.860 -1.037
C 2.51263 -0.39725 0.01530 0.814 0.225 0.970
C -4.08098 -0.33701 0.76352 1.871 2.478 -2.816
N -1.55863 0.06745 0.01474 -2.685 1.903 0.754
S -0.27889 2.65735 0.29355 -0.174 0.108 0.344
S -2.75883 -1.00452 -0.34560 -0.341 -0.616 0.351
H 0.08846 3.41578 -1.85629 0.562 -0.007 -0.982
H -0.26381 -2.15602 -0.71963 -0.624 0.462 0.231
H 0.65577 -1.23797 -1.71328 0.914 0.670 -1.745
H 2.74188 1.78523 0.01885 -0.831 0.062 0.376
H 1.88597 1.09734 1.54978 0.533 0.118 -1.270
H 1.09152 -1.75800 1.28086 0.458 0.999 -0.665
H 2.00570 -2.48474 -0.04578 -0.926 1.492 0.348
H 2.88768 -0.51099 -1.05205 -0.675 0.594 1.204
H 3.37939 -0.59949 0.65248 0.051 0.144 -0.160
H -4.56842 0.50328 0.19715 0.068 -1.033 0.762
H -3.46891 0.07513 1.53208 -0.207 0.073 1.078
H -4.67613 -1.15005 0.98359 -1.411 -1.392 0.790
```
Forces are in eV/Å.

Mulliken atomic charge list, values in e, 2 entries: number 1, C, carries -0.527; number 2, C, carries 0.746

Molecular formula: C11H11NO3
Method: DFT, wB97M-V/def2-TZVPD

Output
* SMILES: N[C@@]1(C(=O)O)C[C@@H]2O[C@H]1c1ccccc12
* highest occupied orbital energy: -9.1 eV

Structure (XYZ):
```
26
Properties=species:S:1:pos:R:3:forces:R:3
N 1.14696 1.48682 0.81889 -3.405 1.937 -1.517
C 1.52812 0.23322 0.32119 -0.698 -1.722 -0.282
C 2.99414 0.19074 0.02872 -0.453 0.778 0.354
O 3.76978 -0.58818 0.46688 0.725 -1.147 0.402
O 3.44150 1.19903 -0.72278 0.778 0.681 -1.037
C 0.97744 -0.92496 1.17119 0.394 -0.084 -0.158
C 0.22725 -1.74201 0.14766 -2.427 0.187 0.741
O 0.88443 -1.57612 -1.08245 0.801 -0.600 -0.922
C 0.79975 -0.18939 -1.21469 -2.262 -0.435 6.121
C -0.65112 0.11039 -0.95667 -0.563 -0.216 1.268
C -1.56263 1.13007 -1.15789 0.151 -2.099 0.723
C -2.85001 0.89809 -0.68071 -1.690 2.193 -1.117
C -3.21586 -0.23390 -0.00333 -1.061 -0.139 2.108
C -2.23220 -1.13165 0.49966 -1.543 1.413 -1.425
C -1.01994 -0.89951 -0.01805 1.922 -0.429 -2.295
H 1.37920 1.82329 1.73374 0.632 -0.574 0.399
H 0.07926 1.46248 0.76812 1.834 0.580 0.251
H 2.79161 1.80127 -1.11592 -0.244 -0.330 0.655
H 0.26918 -0.60478 1.94120 0.313 0.258 -0.116
H 1.72348 -1.49579 1.64527 1.252 -0.604 0.508
H -0.14868 -2.73525 0.42853 1.188 -0.171 -0.455
H 1.32332 0.29635 -1.89242 2.244 1.450 -3.830
H -1.36954 2.02590 -1.62858 0.607 1.676 -1.218
H -3.62030 1.73591 -0.94795 1.261 -1.895 0.695
H -4.26487 -0.27902 0.35300 0.730 -0.282 -0.403
H -2.40028 -1.99300 1.09739 -0.486 -0.425 0.550
```
Forces are in eV/Å.

Mulliken atomic charge list, values in e, 2 entries: number 1, N, carries -0.623; number 2, C, carries 0.550

Molecular formula: C20H40FGdNO2
Method: DFT, wB97M-V/def2-TZVPD

Output
* ⟨S²⟩: 15.786
* spin multiplicity: 8
* highest occupied orbital energy (alpha / beta): -17.8 / -17.8 eV
* net charge: +3

Structure (XYZ):
```
65
Properties=species:S:1:pos:R:3:forces:R:3
C -0.39782 -1.25397 -5.54483 -0.046 -0.081 0.063
C 0.34119 0.05686 -5.81773 0.040 -0.034 0.002
C 0.56221 0.90201 -4.56408 0.055 0.071 -0.042
C 1.33095 0.17643 -3.46024 0.077 -0.040 0.074
C 2.77627 -0.16953 -3.86494 -0.065 0.046 0.079
C 3.88046 0.42850 -2.96997 -1.799 0.174 -1.034
C 3.73745 1.87936 -2.43796 0.471 -0.001 0.216
C 3.79512 2.01893 -0.89803 -0.116 -0.011 0.120
C 2.45411 2.36849 -0.22584 0.190 0.137 0.144
C 2.56131 2.32294 1.30170 0.029 0.106 -0.146
C 1.51816 3.17760 2.02790 0.039 -0.012 0.177
C 0.02377 2.97634 1.78265 0.022 -0.036 -0.050
C -0.65525 1.71533 2.33767 -0.008 0.128 0.190
C -2.17231 1.96103 2.31968 0.044 -0.061 -0.035
C -3.12447 0.99338 3.05920 -0.005 -0.021 0.013
C -2.57188 -0.37206 3.43507 0.191 -0.105 0.087
N -3.45211 -1.06589 4.32515 -0.616 -0.021 -0.543
C -3.63389 -2.49584 4.37194 0.323 -0.129 0.043
O -4.75236 -2.86839 4.57648 -0.075 -0.083 0.015
O -2.53176 -3.11878 4.11376 -0.059 0.135 0.098
C -2.57062 -4.59199 4.01019 -0.060 -0.029 0.064
C -3.38357 -5.08411 2.83002 -0.088 0.019 -0.008
C -3.10488 -4.38103 1.50068 0.054 0.118 -0.027
F -1.89939 -3.65766 1.55535 0.041 -0.079 -0.043
H 0.28308 -2.07862 -5.32479 0.020 0.012 0.020
H -1.07941 -1.16466 -4.69521 -0.052 0.070 -0.044
H -0.99752 -1.55822 -6.40023 0.064 -0.014 -0.033
H 1.30238 -0.15469 -6.29846 -0.043 0.005 -0.050
H -0.21184 0.65746 -6.53907 -0.026 0.033 0.034
H 1.09453 1.82133 -4.83530 -0.010 0.016 0.027
H -0.40291 1.21393 -4.15965 -0.025 -0.030 -0.018
H 0.81869 -0.75082 -3.20253 -0.042 0.014 0.009
H 1.31774 0.78608 -2.55258 0.011 -0.034 0.016
H 2.98420 0.15943 -4.88596 -0.074 0.104 0.028
H 2.91417 -1.25211 -3.86969 0.098 0.004 -0.084
H 4.78570 0.40137 -3.59867 -0.260 -0.295 -1.037
H 4.04881 -0.27434 -2.12637 -1.372 -0.450 -0.049
H 2.79099 2.27367 -2.80708 0.056 0.019 -0.075
H 4.52358 2.50372 -2.88649 -0.207 0.077 -0.126
H 4.15733 1.08114 -0.41714 -0.066 -0.122 0.105
H 4.50917 2.79800 -0.61389 0.017 -0.031 0.015
H 1.64780 1.72672 -0.58648 0.058 -0.018 -0.059
H 2.23337 3.39442 -0.53843 -0.150 -0.062 -0.037
H 2.57998 1.28311 1.64506 -0.108 0.020 0.014
H 3.52585 2.76536 1.57623 0.041 -0.170 0.052
H 1.74796 4.21531 1.76873 -0.062 0.015 0.049
H 1.70152 3.09808 3.10313 0.063 -0.010 -0.033
H -0.45986 3.81469 2.29006 0.016 0.077 -0.136
H -0.21005 3.10062 0.71953 -0.055 -0.073 0.012
H -0.31252 1.57006 3.36957 0.014 -0.013 -0.021
H -0.37911 0.81523 1.77805 -0.023 0.013 -0.031
H -2.49849 2.06422 1.28331 0.018 -0.056 0.002
H -2.32852 2.93631 2.77922 -0.067 0.062 -0.102
H -4.01492 0.82720 2.44933 -0.019 0.056 0.031
H -3.46392 1.47911 3.97737 0.026 -0.037 0.040
H -1.60388 -0.31237 3.96874 -0.004 0.008 -0.041
H -2.37041 -1.05303 2.59386 0.075 0.033 0.043
H -4.31791 -0.60153 4.61868 0.215 0.161 0.298
H -2.97468 -4.97700 4.94493 -0.021 0.035 0.004
H -1.51989 -4.84601 3.94699 0.036 0.023 -0.111
H -3.16506 -6.14974 2.75124 0.028 -0.014 0.017
H -4.44676 -5.00239 3.05771 0.016 -0.039 -0.028
H -3.88265 -3.66067 1.24257 -0.012 -0.004 0.090
H -3.01576 -5.08936 0.68082 -0.004 -0.038 0.003
Gd 5.95850 0.22102 -1.97094 3.190 0.464 1.751
```
Forces are in eV/Å.

Mulliken atomic charge list, values in e, 2 entries: number 1, C, carries -1.193; number 2, C, carries -0.362